{"formula": "C50H112N7O2", "method": "wB97M-V/def2-TZVPD", "species": ["C", "C", "C", "C", "C", "C", "C", "C", "C", "C", "C", "O", "C", "N", "C", "C", "C", "C", "N", "O", "C", "C", "C", "C", "H", "H", "H", "H", "H", "H", "H", "H", "H", "H", "H", "H", "H", "H", "H", "H", "H", "H", "H", "H", "H", "H", "H", "H", "H", "H", "H", "H", "H", "H", "H", "H", "H", "H", "H", "H", "H", "C", "C", "N", "C", "C", "C", "C", "H", "H", "H", "H", "H", "H", "H", "H", "H", "H", "H", "H", "H", "H", "H", "C", "C", "N", "C", "C", "C", "C", "H", "H", "H", "H", "H", "H", "H", "H", "H", "H", "H", "H", "H", "H", "H", "C", "C", "N", "C", "C", "C", "C", "H", "H", "H", "H", "H", "H", "H", "H", "H", "H", "H", "H", "H", "H", "H", "C", "C", "N", "C", "C", "C", "C", "H", "H", "H", "H", "H", "H", "H", "H", "H", "H", "H", "H", "H", "H", "H", "C", "C", "N", "C", "C", "C", "C", "H", "H", "H", "H", "H", "H", "H", "H", "H", "H", "H", "H", "H", "H", "H"], "xyz": [[-4.71028, -2.90626, -4.43342], [-3.56549, -3.06370, -5.43174], [-2.30860, -2.28359, -5.04781], [-2.45605, -0.76400, -5.11910], [-1.37881, 0.00953, -4.35023], [-1.82959, 0.52629, -2.98432], [-2.41524, -0.54399, -2.05737], [-3.15923, 0.06529, -0.86805], [-4.53798, 0.68972, -1.16784], [-5.14086, 0.24972, -2.49976], [-6.48704, 0.85864, -2.88536], [-6.38875, 2.35370, -2.75724], [-5.40006, 2.88580, -3.37242], [-4.51453, 3.36029, -3.92259], [-6.80596, 0.51941, -4.34769], [-8.04469, -0.36779, -4.57066], [-9.34114, 0.45793, -4.58334], [-7.90836, -1.13142, -5.88003], [-8.03614, -1.35649, -3.45027], [-7.17533, -2.28855, -3.59032], [-8.25725, -0.85963, -2.04694], [-9.75891, -0.80491, -1.72310], [-7.60421, -1.84527, -1.08276], [-7.61748, 0.54525, -1.90935], [-5.60009, -3.44937, -4.75651], [-4.41825, -3.28883, -3.45070], [-5.01002, -1.86293, -4.30053], [-3.89375, -2.75338, -6.43097], [-3.30472, -4.12339, -5.51159], [-1.48499, -2.57530, -5.70975], [-2.00555, -2.57755, -4.03358], [-2.43927, -0.45883, -6.16968], [-3.44822, -0.49035, -4.74144], [-1.04136, 0.86066, -4.94775], [-0.49789, -0.63186, -4.21570], [-2.53552, 1.35446, -3.12238], [-0.96630, 0.96640, -2.46801], [-3.06409, -1.23674, -2.60390], [-1.59156, -1.15615, -1.66922], [-2.51168, 0.84822, -0.46403], [-3.26035, -0.68328, -0.07724], [-4.45180, 1.77850, -1.13813], [-5.22477, 0.42433, -0.35918], [-5.29625, -0.83556, -2.51907], [-4.43992, 0.46029, -3.31275], [-5.93476, 0.01847, -4.77525], [-6.94788, 1.44879, -4.90816], [-10.18063, -0.09741, -4.17448], [-9.24758, 1.39931, -4.03907], [-9.59673, 0.70616, -5.61428], [-8.62133, -1.95746, -5.91473], [-8.10612, -0.45741, -6.71426], [-6.91257, -1.55597, -5.99411], [-10.26592, -1.67030, -2.15436], [-10.24730, 0.09785, -2.08301], [-9.89672, -0.83826, -0.64050], [-7.87800, -1.56648, -0.06363], [-7.94937, -2.86043, -1.27694], [-6.51804, -1.84177, -1.15979], [-8.37602, 1.32302, -2.01403], [-7.22906, 0.63569, -0.89306], [-2.24096, 3.63055, 1.07395], [-0.96915, 3.59209, 1.90721], [-0.19979, 2.38196, 1.65506], [0.83820, 2.11538, 2.63154], [2.00143, 3.10717, 2.74968], [0.16654, 2.12542, 0.27377], [1.04552, 3.15117, -0.45297], [-2.81252, 2.71578, 1.24447], [-2.86350, 4.48781, 1.33145], [-2.02097, 3.70245, 0.00859], [-1.23506, 3.57737, 2.96794], [-0.39648, 4.52000, 1.74737], [1.23993, 1.11978, 2.41632], [0.34976, 2.03192, 3.60777], [2.69670, 3.02851, 1.91379], [2.56270, 2.90468, 3.66395], [1.64904, 4.13853, 2.80177], [-0.74748, 1.98678, -0.30331], [0.66050, 1.14828, 0.26094], [0.71044, 4.17314, -0.26850], [0.99845, 2.97781, -1.53036], [2.09157, 3.07769, -0.15475], [1.78001, -1.08420, -1.75471], [2.96931, -0.23658, -1.33361], [3.93241, -0.96300, -0.52823], [4.91492, -0.11417, 0.12051], [5.93055, 0.61648, -0.76440], [4.42775, -2.21282, -1.08067], [5.15599, -2.15780, -2.42950], [1.30500, -1.54465, -0.88540], [1.04216, -0.45197, -2.25203], [2.05760, -1.87439, -2.45374], [2.60388, 0.57566, -0.69658], [3.40019, 0.23949, -2.22967], [5.44931, -0.72889, 0.85108], [4.35832, 0.63204, 0.69848], [6.69423, -0.05513, -1.15466], [6.44070, 1.38434, -0.17854], [5.45002, 1.11480, -1.60765], [3.57994, -2.89661, -1.17400], [5.08078, -2.65763, -0.32477], [4.62747, -1.52222, -3.14246], [5.20991, -3.15912, -2.86048], [6.17438, -1.78250, -2.33849], [3.33372, -2.27482, 2.91536], [2.09026, -2.36140, 2.04604], [1.45587, -3.66842, 2.06674], [0.47331, -3.83600, 1.00995], [-0.76554, -2.93054, 1.01931], [1.07920, -4.16372, 3.38055], [0.13810, -3.29553, 4.22829], [4.05381, -3.04539, 2.63360], [3.80169, -1.29861, 2.77833], [3.11076, -2.38649, 3.97767], [2.38460, -2.16024, 1.01362], [1.40189, -1.54709, 2.33161], [0.15501, -4.88250, 1.01702], [1.00166, -3.68355, 0.06298], [-1.47693, -3.21276, 1.79510], [-1.28007, -3.00487, 0.05840], [-0.49959, -1.88228, 1.16830], [1.99602, -4.33293, 3.94952], [0.63420, -5.15159, 3.23493], [0.43648, -2.24554, 4.20535], [0.17044, -3.62312, 5.26945], [-0.89765, -3.35536, 3.89588], [-1.95222, 1.25842, 5.41547], [-1.77433, 1.37526, 6.92001], [-2.04749, 0.13100, 7.62025], [-2.14199, 0.28610, 9.06092], [-0.88210, 0.70758, 9.82683], [-1.31385, -1.03387, 7.14885], [0.21911, -0.96246, 7.14282], [-2.94852, 0.88988, 5.16732], [-1.82103, 2.23583, 4.94868], [-1.21797, 0.58672, 4.96912], [-2.47856, 2.11604, 7.30954], [-0.76743, 1.77522, 7.12449], [-2.50931, -0.65967, 9.46910], [-2.92628, 1.02563, 9.24960], [-0.15818, -0.10279, 9.90541], [-1.15292, 1.00613, 10.84124], [-0.38863, 1.55843, 9.35517], [-1.65051, -1.25408, 6.13358], [-1.63931, -1.88123, 7.75775], [0.57331, -0.01272, 6.73769], [0.62197, -1.75758, 6.51217], [0.64697, -1.08142, 8.13740], [12.67951, 3.68700, -1.99391], [11.85928, 2.40744, -1.94910], [11.78412, 1.82356, -0.62029], [11.25817, 0.46987, -0.61223], [9.80007, 0.26246, -1.03806], [11.29576, 2.70325, 0.43000], [9.90661, 3.33082, 0.25039], [13.67678, 3.51938, -1.58507], [12.78046, 4.02284, -3.02665], [12.21123, 4.49648, -1.43320], [12.33420, 1.65935, -2.59029], [10.87007, 2.60520, -2.39315], [11.39666, 0.06910, 0.39580], [11.90075, -0.12557, -1.26792], [9.09838, 0.59478, -0.27390], [9.61665, -0.80088, -1.20751], [9.56585, 0.78683, -1.96559], [12.02281, 3.50775, 0.55823], [11.32159, 2.13096, 1.36085], [9.76931, 3.71540, -0.76166], [9.78926, 4.17032, 0.93801], [9.10116, 2.62555, 0.45124]], "forces_ev_per_a": [[0.29, -0.10, -0.28], [0.06, 0.05, 0.03], [0.17, -0.10, 0.02], [-0.19, 0.01, -0.09], [0.17, 0.01, 0.03], [0.08, -0.01, 0.08], [0.08, -0.02, 0.01], [0.18, -0.05, 0.06], [-0.16, 0.02, -0.02], [-0.11, -0.05, 0.04], [0.07, -0.04, 0.19], [-0.21, -0.08, 0.14], [-0.63, -0.46, 0.36], [0.85, 0.50, -0.51], [-0.04, 0.22, -0.33], [-0.01, 0.04, 0.37], [-0.03, 0.05, -0.02], [0.03, -0.19, -0.06], [0.09, 0.16, 0.14], [-0.59, 0.00, 0.12], [0.04, 0.12, -0.18], [-0.03, -0.07, 0.04], [0.07, -0.08, 0.01], [-0.08, 0.04, 0.22], [0.17, 0.05, 0.06], [-0.03, 0.00, 0.00], [0.13, -0.28, -0.15], [-0.01, 0.01, 0.04], [-0.04, 0.02, -0.03], [0.00, -0.03, 0.10], [-0.03, 0.02, -0.09], [-0.07, -0.06, 0.02], [0.14, 0.07, -0.10], [0.00, -0.01, 0.06], [-0.06, -0.02, -0.05], [-0.03, -0.10, -0.03], [-0.06, 0.06, -0.05], [0.05, 0.12, 0.06], [-0.05, 0.02, -0.05], [-0.05, -0.08, 0.19], [-0.01, -0.02, -0.08], [-0.05, -0.01, -0.12], [0.06, 0.05, 0.02], [0.05, 0.11, 0.00], [-0.12, 0.05, 0.12], [-0.09, 0.04, -0.04], [0.08, -0.05, 0.00], [-0.01, -0.07, -0.08], [-0.03, -0.09, 0.05], [0.08, 0.07, 0.05], [-0.06, 0.09, -0.03], [0.06, -0.01, 0.01], [-0.04, -0.01, 0.02], [0.03, 0.00, 0.06], [0.04, -0.01, -0.04], [0.01, 0.03, -0.05], [0.02, 0.03, -0.05], [0.00, 0.04, 0.04], [-0.05, -0.05, -0.03], [0.02, -0.06, -0.08], [-0.07, 0.09, -0.03], [-0.01, -0.05, 0.00], [0.03, -0.08, -0.06], [0.02, 0.09, -0.02], [0.03, -0.13, 0.15], [0.01, 0.00, -0.01], [0.04, -0.13, -0.07], [0.02, -0.06, 0.03], [-0.04, 0.03, -0.04], [0.04, 0.00, 0.08], [-0.02, 0.02, -0.04], [0.01, 0.03, 0.01], [0.02, -0.03, -0.04], [0.01, 0.00, 0.00], [-0.01, 0.07, 0.00], [-0.03, 0.02, 0.00], [0.01, 0.00, 0.00], [-0.01, 0.00, 0.01], [-0.05, 0.06, -0.01], [0.01, 0.01, -0.02], [-0.02, 0.00, -0.01], [0.01, 0.00, 0.00], [-0.02, 0.06, 0.01], [-0.07, 0.03, 0.00], [-0.07, 0.05, 0.09], [0.08, -0.04, -0.07], [-0.02, 0.00, 0.06], [0.03, 0.03, 0.04], [0.01, -0.02, 0.02], [-0.01, -0.02, 0.01], [0.00, 0.01, -0.03], [-0.02, -0.01, -0.01], [0.00, 0.00, -0.01], [0.02, 0.07, -0.10], [0.06, -0.03, 0.02], [0.02, 0.01, -0.01], [-0.02, 0.00, -0.01], [-0.03, 0.00, -0.02], [0.01, 0.00, 0.00], [-0.02, 0.00, 0.00], [-0.02, 0.01, 0.01], [0.02, -0.01, -0.02], [-0.02, -0.01, 0.00], [0.02, 0.00, 0.00], [-0.02, 0.03, 0.00], [0.00, 0.00, -0.02], [0.00, 0.04, -0.03], [0.00, 0.09, 0.05], [0.01, -0.08, -0.05], [0.01, -0.01, -0.01], [-0.07, -0.04, 0.01], [0.01, -0.05, -0.04], [-0.01, -0.01, 0.01], [0.01, -0.01, -0.01], [-0.01, 0.01, 0.01], [-0.01, 0.02, 0.05], [0.00, 0.00, 0.02], [-0.01, 0.01, -0.01], [0.00, 0.00, 0.01], [0.02, 0.02, 0.02], [-0.01, -0.01, 0.00], [0.00, 0.02, -0.01], [0.02, 0.02, -0.01], [-0.01, 0.00, 0.02], [0.01, -0.01, 0.01], [-0.03, -0.03, -0.02], [0.01, 0.02, -0.03], [-0.02, 0.03, -0.03], [0.02, -0.03, 0.02], [0.05, 0.06, -0.05], [-0.05, -0.03, 0.04], [-0.01, -0.01, 0.01], [0.02, -0.05, 0.01], [0.01, -0.03, 0.02], [0.00, -0.02, 0.01], [-0.02, 0.00, 0.01], [0.00, 0.00, -0.02], [0.01, 0.01, -0.01], [0.00, -0.02, 0.01], [0.00, 0.01, 0.01], [0.01, 0.01, -0.01], [0.00, 0.01, -0.02], [0.01, -0.01, 0.01], [-0.01, 0.01, 0.00], [-0.01, 0.01, -0.02], [0.02, -0.01, 0.00], [0.00, 0.00, -0.03], [-0.01, 0.06, 0.07], [-0.01, 0.05, 0.01], [0.02, -0.02, -0.02], [0.00, -0.02, 0.01], [-0.03, 0.06, -0.05], [0.03, -0.04, 0.02], [-0.02, -0.07, 0.03], [-0.02, -0.01, 0.05], [0.01, 0.00, 0.01], [-0.01, 0.00, 0.02], [0.02, 0.00, 0.00], [-0.02, 0.00, 0.00], [-0.02, 0.01, -0.02], [-0.01, 0.00, 0.03], [0.00, -0.01, -0.01], [0.00, 0.02, -0.02], [0.01, 0.03, -0.02], [-0.01, 0.00, 0.00], [0.02, 0.00, -0.01], [0.01, 0.00, -0.02], [-0.02, 0.02, 0.01], [0.01, 0.02, 0.01], [-0.01, -0.01, 0.01], [0.01, -0.01, -0.04]], "lowdin_spin": [0.004, 0.001, 0.000, 0.000, 0.000, 0.000, 0.000, 0.000, 0.000, 0.002, 0.001, 0.000, 0.000, 0.000, 0.017, 0.024, 0.002, 0.000, 0.394, 0.502, 0.023, 0.009, -0.002, 0.014, -0.001, 0.000, 0.003, 0.000, 0.000, 0.000, 0.000, 0.000, 0.000, 0.000, 0.000, 0.000, 0.000, 0.000, 0.000, 0.000, 0.000, 0.000, 0.000, 0.001, 0.000, 0.001, 0.002, 0.001, 0.000, 0.000, 0.000, 0.000, 0.000, 0.001, 0.000, 0.000, 0.000, -0.001, 0.000, 0.000, 0.001, 0.000, 0.000, 0.000, 0.000, 0.000, 0.000, 0.000, 0.000, 0.000, 0.000, 0.000, 0.000, 0.000, 0.000, 0.000, 0.000, 0.000, 0.000, 0.000, 0.000, 0.000, 0.000, 0.000, 0.000, 0.000, 0.000, 0.000, 0.000, 0.000, 0.000, 0.000, 0.000, 0.000, 0.000, 0.000, 0.000, 0.000, 0.000, 0.000, 0.000, 0.000, 0.000, 0.000, 0.000, 0.000, 0.000, 0.000, 0.000, 0.000, 0.000, 0.000, 0.000, 0.000, 0.000, 0.000, 0.000, 0.000, 0.000, 0.000, 0.000, 0.000, 0.000, 0.000, 0.000, 0.000, 0.000, 0.000, 0.000, 0.000, 0.000, 0.000, 0.000, 0.000, 0.000, 0.000, 0.000, 0.000, 0.000, 0.000, 0.000, 0.000, 0.000, 0.000, 0.000, 0.000, 0.000, 0.000, 0.000, 0.000, 0.000, 0.000, 0.000, 0.000, 0.000, 0.000, 0.000, 0.000, 0.000, 0.000, 0.000, 0.000, 0.000, 0.000, 0.000, 0.000, 0.000, 0.000, 0.000, 0.000, 0.000], "total_energy_ha": -2505.90969, "homo_lumo_gap_ev": [8.512, 8.320], "s_squared": 0.754, "lumo_energy_ev": [0.567, 0.375], "spin_multiplicity": 2}